(1)
Formula: C16H31Cl22FI
Source: OMol25
Level of theory: wB97M-V/def2-TZVPD

Cartesian coordinates (Å):
C: -1.0862 3.4923 1.3483
C: -1.5703 2.1239 1.9742
C: -2.6460 1.3273 1.1616
I: -2.0604 1.4525 -0.9888
C: -4.0593 2.0315 1.2221
C: -4.2937 2.8675 2.4932
F: -5.5445 3.5208 2.3404
H: -1.9317 4.0299 0.8864
H: -0.7155 4.1455 2.1720
H: -0.2519 3.3567 0.6500
H: -0.6659 1.4827 1.9817
H: -1.8420 2.2665 3.0349
H: -4.8159 1.2209 1.2333
H: -4.2618 2.6323 0.3142
H: -4.4192 2.2344 3.3827
H: -3.5602 3.6712 2.6337
C: 1.2361 -0.7382 -1.6271
Cl: 1.5818 0.1121 -0.1214
Cl: 1.6025 -2.4658 -1.5215
H: 0.1784 -0.6216 -1.8511
H: 1.8343 -0.3012 -2.4199
C: -2.0068 -4.6040 -2.7405
Cl: -1.9616 -2.9672 -2.0792
Cl: -0.3866 -5.2132 -3.1200
H: -2.4633 -5.2626 -2.0091
H: -2.5981 -4.5953 -3.6508
C: 3.0030 1.7627 3.3529
Cl: 2.7660 2.4446 1.7387
Cl: 1.5673 1.9628 4.3644
H: 3.2191 0.7030 3.2560
H: 3.8356 2.2695 3.8306
C: 6.9545 2.1505 4.9148
Cl: 6.8090 1.9087 3.1703
Cl: 5.3741 2.4289 5.6597
H: 7.4006 1.2645 5.3557
H: 7.5806 3.0107 5.0981
C: -3.8860 0.0298 -4.0470
Cl: -4.5305 -1.5607 -4.4816
Cl: -5.0178 1.3196 -4.4791
H: -3.7078 0.0567 -2.9768
H: -2.9544 0.1865 -4.5815
C: 11.2078 1.6547 5.3730
Cl: 10.5136 0.0921 4.9246
Cl: 10.0968 2.9808 5.0152
H: 11.4185 1.6536 6.4364
H: 12.1237 1.8059 4.8114
C: -8.1292 -0.9928 -6.4171
Cl: -8.0752 -2.6602 -5.8291
Cl: -8.2593 -0.9350 -8.1810
H: -8.9925 -0.4983 -5.9835
H: -7.2169 -0.4860 -6.1143
C: -10.3641 -1.8327 -3.2831
Cl: -10.4813 -0.2083 -3.9748
Cl: -11.3517 -1.9869 -1.8250
H: -10.7091 -2.5511 -4.0184
H: -9.3283 -2.0298 -3.0290
C: 3.9178 -5.8934 -1.9360
Cl: 3.7755 -6.0594 -3.6914
Cl: 2.3473 -5.6105 -1.1828
H: 4.3416 -6.8068 -1.5319
H: 4.5675 -5.0527 -1.7155
C: -2.5075 -1.8950 -7.8872
Cl: -2.1828 -0.1740 -7.6456
Cl: -2.2090 -2.8216 -6.4146
H: -3.5476 -2.0175 -8.1721
H: -1.8595 -2.2669 -8.6739
C: 9.8065 1.8241 9.3380
Cl: 11.4108 2.5350 9.1116
Cl: 8.8855 1.7997 7.8298
H: 9.9225 0.8059 9.6940
H: 9.2641 2.4138 10.0692

The net charge is -1. Its spin multiplicity is 1.

---

(2)
Formula: C15H24BrN3O2
Source: OMol25
Level of theory: wB97M-V/def2-TZVPD

Cartesian coordinates (Å):
C: -2.5439 2.9650 1.3400
C: -3.2974 2.1754 0.2670
C: -2.8332 2.4844 -1.1710
C: -2.1493 1.3293 -1.9489
O: -1.7857 0.2063 -1.1512
C: -0.6121 0.3946 -0.4409
O: 0.5319 0.2339 -1.2721
C: 1.2744 -0.9008 -0.8771
C: 2.6865 -0.8392 -1.4364
C: 3.8408 -0.5743 -0.7144
C: 5.0591 -0.5507 -1.3756
C: 5.0880 -0.7770 -2.7292
C: 3.8859 -1.0224 -3.3736
N: 2.7191 -1.0628 -2.7520
C: 0.9527 -1.2003 0.6087
N: 1.7683 -0.6494 1.6927
Br: 1.0640 -3.1257 0.8056
C: -0.4663 -0.5643 0.7603
C: -1.6622 -1.4392 1.1359
C: -1.9291 -1.5148 2.6475
N: -1.1459 -2.4745 3.4233
H: -2.6545 4.0372 1.1544
H: -1.4713 2.7512 1.3384
H: -2.9314 2.7537 2.3384
H: -3.2639 1.1052 0.4693
H: -4.3500 2.4653 0.3517
H: -3.7077 2.7817 -1.7556
H: -2.1679 3.3520 -1.1569
H: -2.8085 0.9397 -2.7254
H: -1.2533 1.6990 -2.4585
H: -0.5499 1.4279 -0.0770
H: 0.8517 -1.7634 -1.4128
H: 3.8055 -0.3762 0.3433
H: 5.9719 -0.3550 -0.8252
H: 6.0149 -0.7560 -3.2887
H: 3.8720 -1.1995 -4.4453
H: 2.0431 0.3035 1.4766
H: 2.5980 -1.2076 1.8441
H: -0.3423 0.1179 1.6080
H: -2.5562 -1.0225 0.6643
H: -1.5583 -2.4518 0.7357
H: -2.9931 -1.7247 2.8016
H: -1.7486 -0.5289 3.0895
H: -1.0299 -3.3368 2.9056
H: -0.2161 -2.1051 3.5859

Its SMILES is CCCCO[C@@H]1O[C@@H](c2ccccn2)[C@](N)(Br)[C@@H]1CCN. The net charge is 0. Its spin multiplicity is 1.

---

(3)
Formula: C27H26AsN2OS2TeZn
Source: OMol25
Level of theory: wB97M-V/def2-TZVPD

Cartesian coordinates (Å):
Zn: 0.1144 -0.0321 0.1007
S: -0.2282 -0.3779 2.3817
C: -1.1167 -1.8363 2.8216
C: -1.2022 -2.0986 4.1990
C: -1.8440 -3.2212 4.6828
C: -2.4240 -4.1304 3.8043
C: -2.3516 -3.8847 2.4442
C: -1.7153 -2.7497 1.9424
As: -1.6260 -2.3491 0.0433
C: -2.9786 -3.6187 -0.5828
C: -4.3110 -3.2310 -0.4541
C: -5.3374 -4.0688 -0.8637
C: -5.0427 -5.3044 -1.4255
C: -3.7194 -5.6942 -1.5690
C: -2.6927 -4.8575 -1.1471
C: 0.0099 -3.3027 -0.4180
C: 0.8470 -3.8728 0.5337
C: 2.0350 -4.4792 0.1439
C: 2.3864 -4.5244 -1.1965
C: 1.5602 -3.9415 -2.1483
C: 0.3859 -3.3172 -1.7598
H: -0.7403 -1.3970 4.8827
H: -1.8870 -3.3905 5.7524
H: -2.9235 -5.0175 4.1732
H: -2.8002 -4.5870 1.7516
H: -4.5465 -2.2630 -0.0244
H: -6.3679 -3.7549 -0.7506
H: -5.8419 -5.9585 -1.7521
H: -3.4809 -6.6563 -2.0063
H: -1.6619 -5.1737 -1.2517
H: 0.5776 -3.8354 1.5823
H: 2.6884 -4.9089 0.8933
H: 3.3154 -4.9930 -1.4981
H: 1.8476 -3.9439 -3.1925
H: -0.2216 -2.7970 -2.4906
O: 0.0133 -0.1439 -1.7360
C: -2.2872 4.0842 0.5715
Te: -1.6086 2.4164 -0.5860
C: 0.2707 3.3066 -1.0933
H: -1.9583 4.9901 0.0669
H: -1.9060 4.0632 1.5894
H: -3.3745 4.0566 0.5863
H: 0.3113 4.2850 -0.6187
H: 0.3419 3.4012 -2.1724
H: 1.0796 2.6779 -0.7319
N: 2.5750 -0.4974 -1.8710
C: 3.0547 0.1433 -0.8609
N: 2.3452 0.5849 0.2003
C: 3.0959 1.3104 1.0832
C: 2.6115 1.9312 2.2370
C: 3.4785 2.6488 3.0475
C: 4.8298 2.7645 2.7370
C: 5.3296 2.1527 1.5918
C: 4.4667 1.4386 0.7821
S: 4.8035 0.5817 -0.6984
H: 0.9447 -0.2599 -2.0320
H: 3.2663 -0.6680 -2.5911
H: 1.5642 1.8313 2.4941
H: 3.0935 3.1235 3.9423
H: 5.4927 3.3269 3.3824
H: 6.3794 2.2353 1.3370

The net charge is -1. Its spin multiplicity is 1. The energy relative to the best compared isomer or geometry (same formula, charge and spin) is 0.000 eV.

---

(4)
Formula: C18H41NNbO6
Source: OMol25
Level of theory: wB97M-V/def2-TZVPD

Cartesian coordinates (Å):
C: -1.0439 -1.4180 -0.6669
C: 0.3935 -0.8986 -0.6885
Nb: 0.6578 1.1998 0.1151
O: 2.3980 0.5527 1.1400
N: 3.0470 1.5439 1.7984
O: 3.9195 2.0496 1.1734
H: -1.1166 -2.3872 -1.1627
H: -1.7253 -0.7474 -1.1808
H: -1.4101 -1.5545 0.3451
H: 1.0378 -1.5676 -0.1195
H: 0.7657 -0.9071 -1.7115
H: -0.4500 1.0422 1.5582
H: 1.0086 2.9123 0.7114
H: 1.5970 1.7414 -1.3778
H: -0.7654 1.8714 -0.7607
C: 0.4666 -1.2628 5.2012
C: 0.4321 -2.7823 5.3505
C: -0.8272 -3.1363 4.5691
O: -0.9471 -2.1654 3.5369
C: -0.0337 -1.0797 3.7740
H: 1.4532 -0.8290 5.3541
H: -0.2248 -0.7990 5.9094
H: 1.3089 -3.2258 4.8739
H: 0.3961 -3.1252 6.3849
H: -1.7168 -3.0866 5.2104
H: -0.7843 -4.1300 4.1184
H: 0.7853 -1.1424 3.0525
H: -0.5471 -0.1354 3.6169
C: -3.5626 2.7128 -4.8141
C: -2.7826 3.8802 -4.2120
C: -2.2682 3.2743 -2.9092
O: -2.0891 1.8826 -3.1685
C: -2.6911 1.5312 -4.4121
H: -3.7064 2.7845 -5.8922
H: -4.5457 2.6326 -4.3432
H: -1.9446 4.1465 -4.8606
H: -3.3846 4.7744 -4.0497
H: -3.0013 3.3855 -2.1024
H: -1.3248 3.7021 -2.5735
H: -1.9001 1.3525 -5.1518
H: -3.2580 0.6126 -4.2784
C: -5.6567 -2.3944 -2.3189
C: -6.3104 -2.9031 -3.6026
C: -6.0619 -1.7397 -4.5549
O: -4.8327 -1.1449 -4.1461
C: -4.4420 -1.6562 -2.8631
H: -5.3862 -3.1835 -1.6197
H: -6.3244 -1.6987 -1.8062
H: -5.7954 -3.7984 -3.9578
H: -7.3686 -3.1391 -3.4951
H: -6.8592 -0.9906 -4.4823
H: -5.9757 -2.0511 -5.5971
H: -3.5909 -2.3305 -2.9964
H: -4.1237 -0.8263 -2.2335
C: 8.1275 2.1317 2.6782
C: 6.8346 1.3875 2.3510
C: 7.3039 -0.0595 2.3804
O: 8.3681 -0.1222 3.3428
C: 8.7736 1.1999 3.6951
H: 7.9665 3.1350 3.0700
H: 8.7543 2.2103 1.7865
H: 6.0909 1.5614 3.1293
H: 6.3909 1.6678 1.4014
H: 7.6955 -0.3710 1.4061
H: 6.5189 -0.7553 2.6746
H: 8.4229 1.4185 4.7106
H: 9.8644 1.2477 3.6899

The net charge is -1. Its spin multiplicity is 1.

---

(5)
Formula: C8H15N2O4P
Source: OMol25
Level of theory: wB97M-V/def2-TZVPD

Cartesian coordinates (Å):
C: 1.5241 -0.1575 1.9547
C: 2.3169 -0.2663 0.6539
C: 2.1701 1.0777 -0.1045
C: 1.8595 -1.3222 -0.2123
N: 1.8446 -2.0304 -1.1211
O: 1.6434 -2.8701 -1.8932
H: 0.5680 0.1978 1.7187
H: 2.1014 0.4863 2.7588
H: 1.4369 -1.1408 2.4823
H: 3.4343 -0.4194 0.7137
H: 2.0468 1.8972 0.5980
H: 1.1926 1.0666 -0.5932
H: 3.0034 1.3046 -0.7477
C: -1.2206 1.6641 -2.4662
O: -0.8998 0.6595 -1.6397
P: -1.7808 0.3549 -0.3545
O: -3.1179 0.9456 -0.5117
C: -1.2866 -1.3208 -0.1707
C: -1.0509 -2.5054 -0.2781
N: -0.8941 -3.7427 -0.5940
O: -1.1321 0.9309 1.0366
C: -1.9324 1.7444 1.8631
H: -0.6537 1.4998 -3.4453
H: -0.9255 2.5995 -2.1613
H: -2.3276 1.6991 -2.5710
H: -0.3249 -3.8835 -1.4202
H: -0.9934 -4.4799 0.0861
H: -1.6243 2.8174 1.9984
H: -2.0411 1.3548 2.8466
H: -2.9362 1.8389 1.5739

Its SMILES is CC(C)C#[N+][O-].COP(=O)(C#CN)OC. The net charge is 0. Its spin multiplicity is 1. The energy relative to the best compared isomer or geometry (same formula, charge and spin) is 5.350 eV.

---

(6)
Formula: C5H22O7
Source: OMol25
Level of theory: wB97M-V/def2-TZVPD

Cartesian coordinates (Å):
C: -1.8710 0.0045 2.4526
C: -0.7939 0.5453 3.0240
C: -0.1582 1.7564 2.3279
C: 0.9866 1.2729 1.4397
C: 1.7248 0.1900 1.6592
H: -2.2833 -0.8824 2.8911
H: -2.1710 0.3557 1.4784
H: -0.3614 0.1263 3.9152
H: -0.9606 2.2050 1.7627
H: 0.1244 2.5319 3.0380
H: 1.2919 1.9745 0.6535
H: 2.5915 0.0570 1.0087
H: 1.7633 -0.3406 2.5883
O: -0.8770 0.4684 -3.7784
H: -0.3267 1.2161 -3.4638
H: -0.3752 -0.3398 -3.6748
O: 1.9333 0.6912 -1.8843
H: 2.2304 1.3537 -2.5098
H: 2.4357 0.8046 -1.0756
O: 0.4852 -3.7288 1.9489
H: 0.6448 -2.7956 1.7646
H: -0.2916 -3.8986 1.4292
O: -1.4722 0.7046 -0.8524
H: -1.7267 0.6029 -1.7790
H: -1.2470 -0.1908 -0.5643
O: -0.3506 2.6957 -2.2840
H: -0.8930 3.1591 -1.6454
H: -0.1355 1.8456 -1.8492
O: 1.0184 -1.7425 -2.1498
H: 1.3629 -0.8213 -2.1235
H: 1.3647 -2.1367 -2.9620
O: -1.2937 -2.3759 0.0738
H: -1.7314 -3.1697 -0.2608
H: -0.6380 -2.1387 -0.5986

Its SMILES is C=CCC=C.O.O.O.O.O.O.O. The net charge is 0. Its spin multiplicity is 1. The energy relative to the best compared isomer or geometry (same formula, charge and spin) is 1.940 eV.

---

no.,Kohn-Sham gap (eV),total energy (Ha)
1,3.66,-11149.95115
2,9.58,-3474.69415
3,6.64,-6308.82577
4,7.09,-1273.29133
5,9.49,-1065.52369
6,9.49,-730.32309